No. 1
# C6H10O

A structure of composition C6H10O (ωB97M-V/def2-TZVPD, the OMol25 dataset).

Atoms and positions in Å:
C1 -1.3706 0.8760 -1.9412
C2 -0.5536 -1.0112 0.0872
C3 0.9402 -1.3236 -0.0755
C4 1.5810 -0.4829 1.0012
C5 0.7393 0.4372 1.4795
C6 -0.5854 0.3598 0.7486
O1 -0.6665 1.4178 -0.2863
H1 -0.5883 1.4155 -2.5091
H2 -1.0877 -0.9316 -0.8655
H3 -2.1964 1.6034 -1.8751
H4 -1.0377 -1.7389 0.7436
H5 1.3079 -1.0170 -1.0659
H6 1.1607 -2.3895 0.0233
H7 2.6098 -0.6207 1.3265
H8 0.9645 1.1490 2.2698
H9 -1.4572 0.5367 1.3829
H10 0.2401 1.7200 -0.4440

Summary:
spin multiplicity = 1
net charge = 0
HOMO-LUMO gap = 8.53 eV


No. 2
# C6H10O

An isolated molecule of C6H10O in a non-equilibrium geometry (ωB97M-V/def2-TZVPD, the OMol25 dataset).

Atoms and positions in Å:
C1 -2.1070 0.1023 -0.0096
C2 -0.5889 0.0853 -0.0079
C3 0.3405 0.3109 -1.1772
C4 1.2826 -0.1183 -0.0291
O1 2.6233 -0.3592 -0.2887
C5 0.2281 -1.1255 0.4338
C6 0.7843 0.9847 0.8893
H1 -2.4250 -0.6422 -0.7606
H2 -2.5538 -0.2063 0.9460
H3 -2.5314 1.0668 -0.3040
H4 0.4347 1.3501 -1.5088
H5 0.1876 -0.3820 -2.0091
H6 3.0689 -0.5295 0.5499
H7 0.2437 -1.3873 1.5012
H8 0.1027 -2.0013 -0.2090
H9 -0.1303 0.8620 1.4438
H10 1.0402 1.9895 0.5397

Summary:
spin multiplicity = 1
net charge = 0
HOMO-LUMO gap = 9.15 eV


No. 3
# C6H10O

An isolated molecule of C6H10O (ωB97M-V/def2-TZVPD, the OMol25 dataset).

Atoms and positions in Å:
C1 0.9236 -0.4698 2.1710
C2 1.0879 -0.3404 0.6789
C3 0.4051 -1.1925 -0.3496
C4 0.2315 0.3037 -0.3855
C5 -1.1623 0.8654 -0.5346
C6 -1.4164 0.9776 -2.0358
O1 -0.6031 0.6997 -2.8844
H1 1.6809 -1.1720 2.5418
H2 -0.0574 -0.8405 2.4814
H3 1.1063 0.4946 2.6572
H4 2.1272 -0.1455 0.4208
H5 0.9421 -1.7051 -1.1404
H6 -0.4588 -1.7476 0.0225
H7 0.8794 0.8297 -1.0775
H8 -1.3235 1.8673 -0.1085
H9 -1.9488 0.2217 -0.1173
H10 -2.4137 1.3535 -2.3401

Summary:
spin multiplicity = 1
net charge = 0
SMILES = C[C@H]1C[C@H]1CC=O
HOMO-LUMO gap = 10.85 eV


No. 4
# C6H10O

An isolated molecule of C6H10O (ωB97M-V/def2-TZVPD, the OMol25 dataset).

Atoms and positions in Å:
C1 1.8952 0.2890 0.6511
C2 1.6435 0.9897 -0.6351
C3 0.5844 0.9974 0.4826
C4 -0.7059 0.1708 0.4160
C5 -0.7805 0.1759 -1.0435
C6 -1.5829 -1.9071 0.2980
O1 -0.5814 -1.1359 0.9276
H1 1.8445 -0.7939 0.6493
H2 2.5984 0.7289 1.3512
H3 2.1353 1.9400 -0.8157
H4 1.4711 0.3827 -1.5126
H5 0.4707 1.9477 0.9933
H6 -1.4824 0.7096 0.9830
H7 -1.3149 1.0904 -1.3332
H8 -1.5280 -1.7257 -0.7883
H9 -2.5894 -1.6337 0.6573
H10 -1.3785 -2.9583 0.4881

Summary:
spin multiplicity = 1
net charge = 0
HOMO-LUMO gap = 8.87 eV


No. 5
# C6H10O

An isolated molecule of C6H10O (ωB97M-V/def2-TZVPD, the OMol25 dataset).

Atoms and positions in Å:
C1 1.8622 0.1978 1.1263
O1 0.7421 0.8908 0.6297
C2 -0.2528 0.1142 -0.0141
C3 -1.2005 1.1411 -0.6587
C4 -0.9565 -0.8243 0.9778
C5 0.2398 -0.6097 -1.2202
C6 0.3490 -0.9297 -2.3770
H1 2.3169 -0.4150 0.3370
H2 2.5795 0.9589 1.4473
H3 1.6246 -0.4416 1.9903
H4 -1.4574 1.9477 0.0329
H5 -2.0988 0.6322 -1.0233
H6 -0.6774 1.5730 -1.5188
H7 -1.7824 -1.3526 0.4944
H8 -1.3637 -0.2567 1.8210
H9 -0.2800 -1.5793 1.3918
H10 0.3555 -1.0469 -3.4365

Summary:
spin multiplicity = 1
net charge = 0
SMILES = C#CC(C)(C)OC
HOMO-LUMO gap = 11.00 eV


No. 6
# C6H10O

A cluster of 2 separate species, C6H10O in total in a non-equilibrium geometry (ωB97M-V/def2-TZVPD, the OMol25 dataset).

Atoms and positions in Å:
C1 2.3991 0.4902 -0.3108
C2 1.4956 0.1747 0.8429
O1 0.8103 0.9960 1.4194
C3 -0.9644 -1.2718 0.0186
C4 -1.8305 -0.2644 0.7394
C5 -1.6325 0.6326 -0.5222
C6 -0.8011 -0.5090 -1.0652
H1 2.2266 1.5145 -0.6398
H2 3.4203 0.3420 0.0689
H3 2.2183 -0.2174 -1.1233
H4 1.5594 -0.8807 1.1687
H5 -0.6621 -2.2787 0.2857
H6 -1.4126 0.1607 1.6532
H7 -2.8543 -0.6154 0.9078
H8 -2.5514 0.8282 -1.0818
H9 -1.0937 1.5682 -0.3326
H10 -0.3269 -0.6696 -2.0288

Summary:
spin multiplicity = 1
net charge = 0
SMILES = C1=CCC1.CC=O
HOMO-LUMO gap = 10.50 eV


So what do the calculations give for energy relative to the best compared isomer or geometry (same formula, charge and spin)? Going down the list: 101.0, 91.9, 25.9, 117.7, 49.8, 41.0 kcal/mol.
So what do the calculations give for HOMO? Going down the list: -7.8, -8.3, -9.8, -8.7, -10.0, -9.4 eV.